# 1
{
  "formula": "C3H10N2",
  "method": "the ωB97M-V functional and the def2-TZVPD basis",
  "symbols": ["C", "C", "N", "C", "N", "H", "H", "H", "H", "H", "H", "H", "H", "H", "H"],
  "coordinates": [[-0.07, 1.70, 0.44], [-0.41, 0.24, 0.31], [-0.13, -0.49, 1.59], [0.30, -0.42, -0.87], [-0.21, -1.76, -1.10], [-0.15, 2.19, -0.54], [-0.70, 2.29, 1.09], [0.97, 1.80, 0.73], [-1.50, 0.08, 0.24], [0.41, 0.10, 2.21], [0.48, -1.29, 1.42], [1.33, -0.53, -0.55], [0.20, 0.23, -1.73], [-1.00, -1.78, -1.74], [0.49, -2.37, -1.50]],
  "spin_multiplicity": 1,
  "fmax_ev_per_a": 1.688,
  "smiles": "C[C@H](N)CN",
  "e_above_lowest_kj_mol": 29.0,
  "gap_ev": 9.97,
  "homo_energy_ev": -8.86,
  "lumo_ev": 1.11
}


# 2
{
  "formula": "C3H10N2",
  "method": "the ωB97M-V functional and the def2-TZVPD basis",
  "symbols": ["C", "N", "C", "C", "N", "H", "H", "H", "H", "H", "H", "H", "H", "H", "H"],
  "coordinates": [[-0.05, 2.31, -0.65], [0.37, 0.89, -0.79], [-0.26, 0.02, 0.25], [0.23, -1.41, 0.01], [-0.18, -2.25, 1.12], [0.40, 2.97, 0.16], [0.16, 2.75, -1.63], [-1.17, 2.21, -0.43], [1.38, 0.93, -0.60], [0.01, 0.26, 1.30], [-1.35, 0.14, 0.27], [1.34, -1.46, -0.12], [-0.22, -1.61, -0.98], [0.46, -3.08, 1.16], [-1.12, -2.67, 0.93]],
  "spin_multiplicity": 1,
  "fmax_ev_per_a": 2.416,
  "smiles": "CNCCN",
  "e_above_lowest_kj_mol": 95.9,
  "gap_ev": 10.18,
  "homo_energy_ev": -9.05,
  "lumo_ev": 1.13
}